(1)
C22H56BBrN4O8P | wB97M-V/def2-TZVPD

Geometry as XYZ:
```
93
Properties=species:S:1:pos:R:3:forces:R:3:mulliken_charge:R:1
C 5.216033 -2.302985 2.790648 0.3352 -0.0814 0.0704 -1.14
C 4.496991 -0.990894 2.644505 0.1025 0.0161 -0.2543 0.92
O 4.687684 -0.038541 3.337636 -0.0572 0.2216 0.3516 -0.54
O 3.620976 -0.995430 1.607891 -0.2028 -0.3567 -0.0371 -0.33
C 2.216882 -0.789596 1.975414 -0.1132 0.2810 -0.0310 -0.37
C 1.760488 0.661997 1.867251 0.2330 -0.0528 -0.2620 -0.61
C 0.224199 0.767205 1.785495 0.1140 0.0970 -0.1341 0.26
B -0.666086 0.604515 3.169602 0.2691 0.0482 -0.2504 1.12
C -2.107101 -0.175079 2.867739 -0.2369 -0.1042 0.0860 -0.59
C -2.409679 -1.484589 3.622912 -0.1414 -0.0271 -0.1089 -0.89
C -1.437303 -2.635776 3.278781 0.1862 -0.1079 0.2731 0.34
C -2.109709 -4.007674 3.046177 0.0409 -0.0294 -0.0678 -0.84
N -1.445771 -5.181261 3.646283 0.0901 0.2148 0.0550 -0.72
C 0.119790 -0.060509 4.447266 -0.0218 -0.1748 0.2326 -0.95
O 1.159409 0.796609 4.886635 -0.0934 -0.1673 0.2584 0.00
O 1.608093 0.287195 6.185333 0.1138 0.1817 -0.2301 -0.48
P -1.311387 2.439870 3.620406 0.1391 -0.1159 0.0129 -0.49
O -1.631453 2.332097 5.272396 -0.4741 -0.1066 -0.0833 -0.52
Br 0.566034 3.722219 3.785769 0.0843 0.1261 -0.0116 -0.38
H 6.013653 -2.195504 3.533817 -0.1927 -0.0901 -0.2174 0.37
H 4.500506 -3.064232 3.124253 0.1092 0.1180 -0.1148 0.28
H 5.627911 -2.617540 1.823464 -0.1282 0.0354 0.2224 0.27
H 1.666025 -1.415571 1.258146 0.1035 0.1485 0.2001 0.03
H 2.077287 -1.193316 2.985412 -0.0021 0.0921 -0.2165 0.38
H 2.170602 1.253140 2.693752 -0.1069 -0.1662 -0.1278 0.18
H 2.214967 1.053572 0.936661 -0.1208 -0.0916 0.2098 0.31
H -0.111360 0.048045 1.011339 0.0254 0.1227 0.1928 -0.72
H 0.014094 1.753146 1.332102 -0.0349 -0.2182 0.0325 0.39
H -2.169875 -0.411991 1.788763 0.0362 0.1206 0.1960 0.02
H -2.965763 0.503425 3.045497 0.1070 -0.1443 -0.0453 0.51
H -3.437983 -1.811819 3.383516 0.2351 0.0661 0.0308 0.61
H -2.402594 -1.311908 4.711559 -0.0138 -0.0658 -0.2381 0.14
H -0.849879 -2.349769 2.393531 -0.0891 -0.0763 0.1523 -0.12
H -0.711073 -2.764870 4.098078 -0.1865 0.0816 -0.2365 0.21
H -2.175097 -4.207032 1.967830 -0.1771 0.0993 0.2038 0.37
H -3.130685 -3.977504 3.447449 0.1365 -0.0742 -0.1488 0.38
H -1.553246 -5.144582 4.656350 0.0657 0.0369 -0.0999 0.28
H -0.443735 -5.123680 3.473923 -0.1674 -0.0497 -0.0075 0.27
H 0.565724 -1.047996 4.224536 -0.2161 0.1682 0.0569 -0.04
H -0.576666 -0.228937 5.289638 0.1669 0.1188 -0.0932 0.54
H 2.129812 1.055246 6.469357 -0.1730 -0.1907 -0.1138 0.28
H -2.098534 1.492201 5.404389 0.3012 0.1116 0.1206 0.35
C -0.259254 -1.602402 -3.671137 -0.0041 -0.0344 -0.0191 -1.44
C -1.418038 -1.021246 -2.867035 0.0525 -0.0636 -0.0068 0.33
C -1.339676 0.499266 -2.683989 -0.0909 0.0026 -0.0370 -0.24
O -0.413116 0.918366 -1.715267 -0.0412 0.1648 0.1102 -0.35
C 0.941817 1.006572 -2.100917 0.0112 -0.0773 0.1250 -0.67
N -1.523012 -1.735925 -1.593351 -0.0158 0.0650 0.0077 -0.71
H 0.658450 -1.628878 -3.082274 -0.0015 0.0295 0.0029 0.18
H -0.487148 -2.626399 -3.968278 0.0031 -0.0059 0.0298 0.39
H -0.068022 -1.014849 -4.571728 0.0016 0.0061 0.0049 0.35
H -2.341390 -1.214209 -3.423954 -0.0127 0.0342 -0.0138 0.46
H -2.312002 0.844666 -2.323326 0.0089 -0.0021 -0.0081 -0.14
H -1.152118 0.999550 -3.646614 0.0604 -0.0507 -0.0199 0.41
H 1.053280 1.312576 -3.146647 -0.0374 -0.0183 -0.0276 0.41
H 1.469290 0.061022 -1.953202 0.0119 0.0165 -0.0734 0.02
H 1.410362 1.752343 -1.459814 0.0068 0.0021 -0.0137 0.38
H -2.359761 -1.436253 -1.101674 -0.0154 -0.0338 -0.0215 0.36
H -0.755187 -1.433572 -0.998263 0.0006 -0.0134 0.0072 0.19
C 6.980847 0.131140 -2.343324 0.0489 -0.0327 -0.0113 -1.61
C 5.761462 -0.211849 -1.493128 0.0613 0.0477 0.0562 0.57
C 4.525256 -0.585426 -2.318236 -0.0414 -0.0655 0.0956 -0.62
O 3.870600 0.513679 -2.919539 -0.0401 0.1072 -0.0803 -0.15
C 4.397849 0.957792 -4.149003 -0.0463 -0.0210 0.0187 -0.87
N 5.522340 0.871401 -0.543881 -0.1390 -0.0205 -0.0541 -0.67
H 6.885357 1.121345 -2.790931 -0.0126 -0.0092 0.0019 0.30
H 7.875465 0.142577 -1.721200 -0.0142 0.0249 0.0149 0.40
H 7.126933 -0.596024 -3.145808 -0.0061 0.0122 0.0008 0.34
H 6.006818 -1.103893 -0.906242 -0.0224 -0.0337 -0.0176 0.26
H 3.787846 -1.030900 -1.645152 -0.0065 0.0467 0.0068 0.21
H 4.776883 -1.334003 -3.083596 0.0398 0.0091 0.0110 0.44
H 4.781288 0.119841 -4.741443 0.0172 0.0035 -0.0176 0.37
H 5.197768 1.691731 -4.016695 0.0187 -0.0321 -0.0147 0.25
H 3.584950 1.433049 -4.698848 -0.0005 -0.0021 0.0012 0.26
H 4.801751 0.606020 0.123013 0.0511 -0.0538 0.0452 0.14
H 5.141546 1.666812 -1.048870 0.0418 0.0035 0.0192 0.35
C -6.534968 3.872052 -3.157975 -0.0188 0.0149 -0.0019 -1.42
C -6.392310 2.590972 -3.971756 0.0294 0.0516 -0.0074 0.37
C -6.304694 1.316693 -3.121862 -0.0217 -0.0367 -0.0246 -0.74
O -5.058006 1.112847 -2.494800 0.0301 -0.0104 0.0459 -0.26
C -4.870949 1.776876 -1.255635 0.1130 -0.0101 0.0164 -0.64
N -5.265042 2.733626 -4.895878 0.0003 -0.0945 0.0255 -0.73
H -5.591374 4.153675 -2.690601 0.0081 -0.0234 0.0137 0.28
H -6.834093 4.694218 -3.807695 0.0264 -0.0047 -0.0124 0.35
H -7.285077 3.761989 -2.372645 0.0091 -0.0055 0.0030 0.34
H -7.296080 2.482912 -4.581379 -0.0257 -0.0197 0.0143 0.41
H -6.442074 0.457074 -3.784347 0.0306 -0.0033 0.0120 0.30
H -7.111305 1.291828 -2.376144 -0.0111 0.0444 -0.0121 0.38
H -5.801325 1.827869 -0.682367 -0.0302 -0.0086 -0.0248 0.40
H -4.478822 2.787183 -1.391261 -0.0435 0.0226 0.0249 0.25
H -4.139766 1.207617 -0.683413 -0.0032 -0.0098 0.0013 0.12
H -5.230083 1.932375 -5.518531 -0.0212 0.0295 -0.0150 0.27
H -4.405642 2.684378 -4.354860 -0.0045 0.0429 -0.0094 0.31
```
Positions in Å, forces in eV/Å.

Summary:
charge = -1



(2)
CH12O4 | wB97M-V/def2-TZVPD

Geometry as XYZ:
```
17
Properties=species:S:1:pos:R:3:forces:R:3:mulliken_charge:R:1
C 1.994823 1.117762 0.598391 -0.0522 -0.2946 0.1024 -0.88
H 2.158021 0.320518 1.323683 -0.0535 0.0046 0.0235 0.23
H 2.960010 1.549577 0.353070 -0.0182 0.1112 -0.1076 0.31
H 1.331760 1.865617 1.016172 0.0000 0.1921 0.1183 0.23
H 1.513540 0.704291 -0.282741 0.0988 -0.0242 -0.1337 0.13
O -1.479110 0.146044 1.786119 0.4564 -0.2577 -0.0071 -0.70
H -0.637661 0.310210 2.240539 -0.3740 0.1072 -0.2700 0.32
H -1.408619 0.567908 0.903687 -0.1305 0.1947 0.2276 0.42
O -0.215893 -0.842131 -2.216435 0.2366 -0.5677 0.2946 -0.70
H 0.016760 -1.303035 -1.378238 -0.1222 0.1863 -0.1857 0.38
H -0.603229 -1.556496 -2.736023 -0.0510 0.2019 -0.0908 0.30
O -1.507986 1.085691 -0.823811 0.0197 0.0499 0.3401 -0.70
H -1.984643 1.663771 -1.421923 -0.0143 -0.0129 -0.0005 0.30
H -1.123764 0.365929 -1.357427 -0.0387 0.0909 -0.3764 0.38
O -0.360734 -2.061581 0.267795 0.1056 -0.0971 0.3322 -0.70
H -0.920790 -1.496299 0.832124 -0.0858 0.1762 -0.0667 0.37
H 0.267512 -2.437784 0.895016 0.0235 -0.0608 -0.2002 0.30
```
Positions in Å, forces in eV/Å.

Summary:
ΔE to the lowest compared entry with this formula, charge and spin = 0.0 kJ/mol
charge = 0
SMILES = C.O.O.O.O



(3)
C22H32F3N3O3 | wB97M-V/def2-TZVPD

Geometry as XYZ:
```
63
Properties=species:S:1:pos:R:3:forces:R:3:mulliken_charge:R:1
C 0.208948 -0.851419 2.222645 -0.1800 -0.3841 -0.7753 0.35
C -0.649743 -0.369532 1.530961 0.1189 0.5272 0.2346 -1.46
C -1.532552 0.367021 0.632910 -0.3249 0.1571 -0.9772 0.43
C -2.200355 -0.496626 -0.472386 0.6784 0.5229 -0.6263 -0.72
C -2.403897 0.540211 -1.630567 -0.3229 -0.7497 2.1331 0.49
O -2.818974 0.314701 -2.715894 -0.2060 0.5823 -0.3744 -0.59
O -1.951912 1.751654 -1.137408 0.2143 0.4124 -1.1892 -0.54
C -0.807628 1.348123 -0.346264 -0.5876 -1.4326 0.1458 -0.01
C 0.049916 2.450850 0.247701 0.2063 -0.1730 -0.2328 -1.17
C 1.519134 1.980879 0.296929 -1.0594 0.2670 0.8157 -0.10
O 1.890025 1.658467 -1.034759 0.4138 -0.2200 0.4354 -0.30
C 3.181822 1.145025 -1.139420 0.3736 -0.1722 -1.1552 -0.65
C 3.423053 -0.161449 -0.364028 0.0140 1.1780 0.1248 0.85
F 3.915627 0.152239 0.853072 -0.0342 -0.2998 0.5488 -0.27
F 2.319004 -0.867688 -0.216941 -0.5862 -0.3196 0.2033 -0.19
F 4.317527 -0.958722 -0.936990 0.5943 -0.1096 -0.4703 -0.33
H 1.023617 -1.445265 2.565579 -0.1180 0.1335 0.3938 0.49
H -2.306663 1.001056 1.080564 0.1605 -0.4259 0.5808 0.49
H -1.427743 -1.171003 -0.874853 -0.3678 -0.2322 0.2741 0.39
H -3.108288 -1.036075 -0.214294 0.0630 0.1529 -0.0948 0.38
H -0.311048 0.642462 -1.029019 1.1074 0.7701 0.3637 0.53
H 0.017595 3.376920 -0.334721 -0.3058 -0.1873 0.0061 0.34
H -0.323738 2.630102 1.263197 0.2737 0.2426 -0.1285 0.42
H 1.542510 1.128029 0.987929 0.2495 -0.0913 -0.4132 -0.05
H 2.166342 2.753981 0.742080 -0.0737 -0.0137 -0.3584 0.48
H 3.352105 0.908726 -2.198683 -0.2021 0.0284 0.1774 0.34
H 3.955091 1.883909 -0.878545 -0.1326 -0.2344 0.3166 0.33
C 3.795765 -3.767942 -2.889517 -0.0058 -0.0848 -0.0279 -0.98
C 3.229552 -4.011046 -4.283616 0.2457 0.0002 0.2204 -0.47
C 1.875750 -3.330180 -4.504596 0.2151 -0.1390 -0.2799 -0.28
C 0.826313 -3.894590 -3.656205 -0.0726 0.1623 0.0088 0.21
N 0.003012 -4.335328 -2.988643 0.0564 -0.0374 0.0118 -0.45
H 3.156153 -4.201106 -2.118516 -0.0243 0.0483 -0.0083 0.35
H 4.781802 -4.224840 -2.797650 -0.0094 0.0224 0.0305 0.35
H 3.899266 -2.700863 -2.689393 -0.0063 -0.0173 0.0141 0.15
H 3.142367 -5.085409 -4.457986 -0.0870 0.0369 -0.0657 0.31
H 3.935717 -3.626169 -5.022709 -0.1038 0.0122 -0.0659 0.32
H 1.580627 -3.446935 -5.549241 -0.1361 0.0047 0.0560 0.29
H 1.960289 -2.257532 -4.318907 -0.0888 -0.0222 0.1014 0.23
C -6.173851 4.003911 -1.768783 0.0468 -0.0400 -0.0163 -1.03
C -6.886793 2.805520 -2.384830 0.1162 0.3258 -0.0419 -0.42
C -7.280322 1.745881 -1.351760 -0.1619 0.0408 -0.3629 -0.51
C -6.114074 1.113316 -0.739955 -0.0926 -0.0311 0.1322 0.29
N -5.198130 0.615809 -0.260638 0.0225 0.0495 0.0259 -0.38
H -5.222522 3.713735 -1.319079 -0.0246 -0.0128 0.0165 0.24
H -5.964033 4.752003 -2.533644 0.0116 0.0053 0.0328 0.32
H -6.789288 4.473126 -0.998087 0.0142 -0.0007 0.0007 0.32
H -6.250859 2.361407 -3.153114 -0.0449 -0.0904 0.0431 0.30
H -7.793364 3.153859 -2.884525 -0.0400 -0.1182 0.0290 0.31
H -7.880976 0.974840 -1.838330 0.0730 -0.0932 0.0964 0.27
H -7.906548 2.190757 -0.575903 0.1082 -0.0287 0.0872 0.29
C 2.830880 -1.122640 6.949848 -0.0597 -0.0416 -0.0324 -1.21
C 3.215175 -1.150477 5.475019 0.0076 -0.1215 0.3033 -0.37
C 3.185181 0.233835 4.821106 0.1701 -0.2973 -0.1769 -0.09
C 1.833916 0.790297 4.761365 0.0774 0.1634 0.0255 0.23
N 0.772110 1.223305 4.709306 0.0116 0.0174 0.0481 -0.47
H 1.799668 -0.792956 7.086852 0.0243 0.0401 -0.0078 0.34
H 2.920275 -2.119659 7.382101 -0.0066 0.0281 0.0231 0.35
H 3.483324 -0.451724 7.512338 -0.0157 -0.0005 0.0003 0.31
H 2.550219 -1.832340 4.940344 0.0215 0.0603 -0.0693 0.20
H 4.225587 -1.554382 5.382425 -0.0055 0.0618 -0.1093 0.37
H 3.577082 0.159407 3.803688 -0.0955 0.1069 -0.0298 0.00
H 3.840951 0.918555 5.362434 -0.1078 0.0615 0.0289 0.38
```
Positions in Å, forces in eV/Å.

Summary:
charge = 0
SMILES = C#C[C@@H]1CC(=O)O[C@H]1CCOCC(F)(F)F.CCCC#N.CCCC#N.CCCC#N



| no. | strongest force on any atom (eV/A) | frontier orbital gap (eV) | E_LUMO (eV) |
| --- | --- | --- | --- |
| 1 | 0.49 | 6.40 | 2.36 |
| 2 | 0.68 | 11.99 | 0.61 |
| 3 | 2.28 | 10.13 | 0.62 |